[1]
The following is a quantum chemistry calculation of a molecular structure, C14H14N2O2S in a non-equilibrium geometry, from the Open Molecules 2025 dataset.

Values from the calculation:
HOMO-LUMO gap = 9.08 eV
total energy = -32643.21197 eV
HOMO level = -8.54 eV

Element x y z (Å)
H: -4.52 -1.56 -2.22
C: -2.25 0.50 1.20
H: 3.46 0.79 1.52
O: 1.34 1.81 -0.47
N: -0.86 1.61 -1.83
H: 2.64 -3.50 -1.15
C: 1.30 -2.55 -0.16
H: -5.55 -2.16 -0.90
H: -1.71 2.11 -2.33
C: 2.38 -2.75 -0.56
C: -0.90 1.52 -0.55
H: 1.78 0.84 1.98
C: -4.98 -1.30 -1.19
H: -5.78 -0.56 -1.56
O: 3.47 2.24 -0.32
C: -1.99 0.63 -0.05
C: -3.45 -0.04 1.91
H: -2.71 -0.07 -1.85
H: 0.39 -3.26 -0.13
H: -5.18 -1.06 1.30
H: -1.54 1.13 1.99
C: 2.27 -0.88 0.69
N: 0.08 1.44 0.10
C: 2.42 0.57 1.40
H: -3.63 0.08 2.83
C: -2.78 0.11 -0.89
H: 0.15 -1.12 1.37
C: 2.52 1.78 0.24
C: -3.91 -0.63 -0.36
C: -4.38 -0.72 1.18
S: 3.41 -1.48 -0.43
H: -0.15 2.28 -2.04
C: 1.06 -1.52 0.74

Atom charges from the natural (NBO) analysis, given in e for atoms 1 to 6: H 0.209; C -0.155; H 0.230; O -0.434; N -0.779; H 0.225

=====

[2]
The following is a quantum chemistry calculation of 2 unconnected molecules or ions with the total composition H4O2 in a non-equilibrium geometry, from the Open Molecules 2025 dataset.

Values from the calculation:
SMILES string = O.O
HOMO-LUMO gap = 12.46 eV
total energy = -4159.78253 eV
HOMO level = -11.57 eV

Element x y z (Å)
H: 0.25 1.06 1.54
O: 1.10 0.96 1.06
O: -0.77 -0.85 -0.92
H: -0.59 0.07 -1.05
H: -1.17 -1.25 -1.72
H: 1.18 0.00 1.10

In elementary charge units, the natural (NBO) charges are: H 0.465; O -0.936; O -0.960; H 0.482; H 0.477; H 0.472

=====

[3]
The following is a quantum chemistry calculation of a molecular structure, C5H5O6Tl in a non-equilibrium geometry, from the Open Molecules 2025 dataset.

Values from the calculation:
multiplicity = 2
HOMO-LUMO gap (alpha / beta) = 8.55 / 5.95 eV
net charge = +1
total energy = -22232.30281 eV
HOMO level (alpha / beta) = -14.68 / -14.70 eV

Element x y z (Å)
C: -0.79 0.59 0.52
O: 3.37 -1.54 -1.93
O: 2.31 1.07 -0.51
O: -4.02 0.10 -0.48
C: -2.94 0.03 0.02
H: 1.77 0.47 -2.36
O: -1.92 0.89 -0.25
C: 1.86 0.20 -1.29
H: 1.93 -1.91 -0.53
O: -2.57 -0.84 0.95
C: 2.47 -1.22 -1.21
H: -0.64 -1.42 1.39
O: -0.25 1.60 1.08
H: -1.36 -0.21 2.50
Tl: 1.81 2.58 1.03
C: -1.28 -0.54 1.46
H: 0.27 0.14 -0.38

Atom charges from the Mulliken analysis, given in e for atoms 1 to 6: C 1.250; O -0.325; O -0.409; O -0.445; C 0.616; H 0.312

=====

[4]
The following is a quantum chemistry calculation of C7H9N3O2 in the gas phase in a non-equilibrium geometry, from the Open Molecules 2025 dataset.

Values from the calculation:
HOMO-LUMO gap (alpha / beta) = 7.64 / 6.70 eV
total energy = -15962.49491 eV
HOMO level (alpha / beta) = -8.24 / -7.63 eV

Element x y z (Å)
O: 0.22 -0.70 -5.57
H: 2.29 -0.70 0.12
O: 1.37 -1.72 -1.97
C: -0.73 0.03 1.23
H: 0.37 -1.99 1.55
H: -1.55 1.32 -4.89
H: -1.19 1.39 -0.80
N: -0.99 0.83 -1.61
C: -0.32 -1.40 0.99
C: -0.36 -0.03 -4.82
H: -1.59 0.46 1.07
H: 2.14 1.01 -0.15
N: 0.48 -0.84 -2.17
C: -1.14 0.75 -4.04
C: 0.34 -0.28 0.19
C: 1.72 0.18 0.44
C: -0.02 -0.10 -1.24
H: -1.04 -1.97 0.55
H: 1.86 0.42 1.57
N: -1.33 1.21 -2.82
H: -0.44 0.41 2.14

Atom charges from the natural (NBO) analysis, given in e for atoms 1 to 6: O -0.397; H 0.245; O -0.405; C -0.422; H 0.226; H 0.237

=====

[5]
The following is a quantum chemistry calculation of C4H9NO2 in the gas phase in a non-equilibrium geometry, from the Open Molecules 2025 dataset.

Values from the calculation:
SMILES string = C=N[C@@H](O)[C@H](C)O
HOMO-LUMO gap = 10.69 eV
total energy = -9877.92514 eV
HOMO level = -9.92 eV

Element x y z (Å)
H: 1.72 0.58 -0.63
C: -1.78 1.60 -0.96
O: 0.90 0.97 -0.97
H: -0.40 -1.83 0.40
C: 0.28 -0.98 0.35
O: 1.62 -1.49 -0.04
H: -0.21 -0.56 -1.71
C: -0.11 -0.01 -0.77
N: -1.49 0.50 -0.38
H: -2.76 2.08 -0.77
H: 1.48 -2.12 -0.78
H: 0.97 -1.01 2.40
H: -0.54 -0.11 2.16
H: 1.02 0.59 1.68
C: 0.43 -0.34 1.72
H: -1.13 2.12 -1.69

Atom charges from the natural (NBO) analysis, given in e for atoms 1 to 6: H 0.497; C -0.040; O -0.734; H 0.186; C 0.073; O -0.754

=====

[6]
The following is a quantum chemistry calculation of 2 unconnected molecules or ions with the total composition C30H55ClN2O6P2, from the Open Molecules 2025 dataset.

Values from the calculation:
SMILES string = CC(=O)OCCCCCCCC[C@H](OC[C@](CCCCN)(O[C@H](CC=O)CCCCl)[PH2]=O)P(C)C.c1ccncc1
HOMO-LUMO gap = 8.64 eV
total energy = -78366.06496 eV
HOMO level = -8.28 eV

Element x y z (Å)
C: 0.52 1.57 -0.34
H: 2.58 4.41 -0.26
H: 0.06 -3.69 3.85
C: -1.13 -1.68 -1.23
H: -0.67 1.86 -2.86
P: -0.19 3.18 -0.87
H: -1.63 -1.51 -5.50
H: 4.24 2.70 -0.35
C: 6.21 2.65 0.39
H: 2.50 5.81 2.45
H: 0.06 -3.55 -1.33
C: -2.59 -1.24 -1.13
H: 2.65 3.61 1.32
C: 0.61 -6.18 -2.84
C: -1.65 3.45 0.28
C: 0.82 5.88 1.11
H: -0.99 -4.74 4.45
H: -2.47 3.73 -0.38
H: -0.81 -6.06 -1.23
C: 1.65 -6.93 -3.37
C: -3.37 -1.30 -2.46
H: 1.53 1.75 0.04
H: 2.84 -8.69 -3.09
H: -2.12 4.43 2.09
C: -1.42 4.60 1.27
C: -3.34 0.29 0.58
H: -1.78 -0.17 -3.44
H: 0.50 6.87 1.47
H: -0.68 3.59 -3.19
H: -5.48 0.86 -0.67
O: -2.61 0.10 -0.62
H: 6.89 2.31 -0.38
H: 7.94 0.07 2.74
C: -1.01 2.82 -2.49
C: 0.01 -6.61 -1.67
H: 5.32 3.83 -1.17
H: 0.53 3.87 1.90
H: -2.50 0.24 2.58
C: 2.32 5.76 1.37
H: -5.73 0.42 1.48
H: 2.14 -6.63 -4.29
C: -0.97 -3.15 -1.48
H: 0.63 5.86 0.03
O: -2.00 2.28 1.03
H: 2.81 6.63 0.92
C: 6.54 0.44 1.20
H: -0.13 5.16 2.86
C: -2.01 -1.96 -4.59
H: 0.27 -5.28 -3.34
H: -1.18 -2.49 -4.12
H: 4.91 4.44 1.71
C: 4.48 4.55 0.71
H: -3.84 2.34 0.08
C: 2.95 4.51 0.77
C: -2.59 -0.86 -3.70
H: -3.61 -2.42 1.64
C: -3.31 1.80 0.87
H: -2.10 2.83 -2.42
C: 2.04 -8.08 -2.71
C: 0.47 -7.78 -1.09
H: -0.07 1.08 0.43
C: -2.73 -0.47 1.78
H: -1.31 -3.10 2.25
H: 0.60 0.90 -1.19
H: 6.34 0.64 3.34
N: -0.89 -3.76 4.21
N: 1.47 -8.51 -1.58
H: 6.55 -1.01 2.73
H: -0.57 -1.10 -1.95
H: -2.08 -1.47 4.00
C: -0.01 4.82 1.83
C: -1.85 -3.40 3.15
C: 6.86 0.03 2.60
Cl: -3.24 -3.14 -5.08
H: -3.85 1.96 1.81
H: -0.64 -1.51 -0.27
H: 6.75 3.26 1.12
H: 4.77 5.51 0.29
H: -2.47 -4.26 2.89
O: 5.69 1.50 1.10
H: -3.77 -2.30 -2.57
H: -4.51 -1.33 2.72
O: -1.86 -3.90 -1.78
H: -4.20 -0.61 -2.34
H: -3.08 -1.94 -0.45
P: -5.13 -0.09 0.31
H: -3.41 -2.53 4.39
H: -1.73 5.53 0.77
C: 5.04 3.43 -0.19
C: -2.74 -2.24 3.59
H: -1.77 -0.87 1.44
H: -3.26 -0.27 -4.34
O: 6.98 -0.11 0.23
C: -3.51 -1.64 2.40
O: -5.50 -1.48 -0.05
H: 0.03 -8.15 -0.17

Atom charges from the Mulliken analysis, given in e for atoms 1 to 6: C -0.986; H 0.216; H 0.237; C -0.364; H 0.180; P 0.451

=====

[7]
The following is a quantum chemistry calculation of C4H4N2O2 in the gas phase in a non-equilibrium geometry, from the Open Molecules 2025 dataset.

Values from the calculation:
SMILES string = O=C1N[C@@H]2C=NO[C@@H]12
HOMO-LUMO gap = 10.78 eV
total energy = -11283.00037 eV
HOMO level = -10.26 eV

Element x y z (Å)
N: -0.36 -1.46 0.67
O: 0.49 1.53 -0.67
N: -0.62 1.42 -1.54
C: -0.92 -0.30 -0.04
C: 0.52 0.21 -0.20
H: -2.22 0.16 -1.95
H: -0.92 -1.94 1.38
H: -1.55 0.27 0.78
C: -1.29 0.36 -1.37
H: 0.83 -0.36 -1.00
C: 0.75 -0.78 1.07
O: 1.56 -0.88 1.94

Atom charges from the natural (NBO) analysis, given in e for atoms 1 to 6: N -0.609; O -0.320; N -0.078; C -0.134; C -0.036; H 0.228

=====

[8]
The following is a quantum chemistry calculation of 2 unconnected molecules or ions with the total composition C4H11N3O2 in a non-equilibrium geometry, from the Open Molecules 2025 dataset.

Values from the calculation:
SMILES string = CN=C(N)N.CC(=O)O
HOMO-LUMO gap = 9.63 eV
total energy = -12891.77924 eV
HOMO level = -8.95 eV

Element x y z (Å)
H: 0.80 -0.21 -0.92
H: -1.58 -1.61 0.49
H: -2.89 -1.77 -0.80
N: -1.57 2.23 -0.02
C: -1.92 -1.33 -0.51
C: 2.52 -0.63 0.25
O: 2.17 -0.78 1.40
H: -1.49 2.54 -0.97
C: -1.48 0.86 0.22
C: 1.81 0.19 -0.75
H: -2.40 2.70 0.33
H: -0.50 -0.30 1.52
O: 3.57 -1.35 -0.23
H: 3.85 -1.91 0.50
N: -1.06 0.55 1.51
H: 2.31 0.04 -1.73
N: -1.96 0.09 -0.69
H: 1.54 1.19 -0.35
H: -1.18 -1.74 -1.26
H: -0.52 1.24 2.01

Atom charges from the natural (NBO) analysis, given in e for atoms 1 to 6: H 0.261; H 0.170; H 0.211; N -0.879; C -0.442; C 0.790